1.
73
Properties=species:S:1:pos:R:3:forces:R:3 method="wB97M-V/def2-TZVPD" total_charge=-1 multiplicity=5 largest_force_ha_per_bohr=0.017 gap_ev="6.99 / 5.65" relative_energy_ev=0.944 lumo_energy_ev="1.99 / 0.65"
Co 0.02652 0.83373 0.70813 -0.465 0.227 -0.133
S 0.10254 5.33719 2.51635 0.150 0.052 0.245
As 1.46238 3.71486 2.30950 0.031 -0.373 -0.794
S 0.45484 1.80226 2.74077 -0.045 0.021 0.247
S 2.53444 3.66878 0.43923 -0.242 -0.004 0.319
S 2.76284 4.13592 3.94332 -0.139 0.275 0.251
C -3.09807 1.16930 2.81287 -0.090 -0.032 -0.059
C -4.19415 0.74873 1.83694 0.134 -0.210 0.027
C -4.71028 -0.65018 2.21740 -0.002 0.099 -0.033
C -3.89623 0.81793 0.33542 0.043 0.105 -0.025
C -4.89240 1.44360 -0.42063 0.040 0.003 -0.033
C -4.86809 1.46836 -1.80436 -0.036 0.004 0.022
C -3.85898 0.79430 -2.46642 0.025 -0.026 -0.024
C -2.84060 0.15727 -1.76275 -0.007 0.019 -0.018
C -1.85337 -0.70543 -2.54018 -0.075 0.071 -0.186
C -1.16534 0.02388 -3.69751 -0.137 -0.016 0.038
C -2.57173 -1.94072 -3.09877 -0.054 -0.095 -0.071
C -2.80302 0.23281 -0.35070 0.199 -0.026 -0.085
N -1.63948 -0.27391 0.31777 0.127 -0.181 0.398
C -1.60186 -1.63427 0.52541 -0.240 0.036 0.031
C -2.57715 -2.55443 0.08785 0.084 0.035 0.213
C -2.46268 -3.91877 0.32655 -0.061 0.084 -0.007
C -1.38493 -4.44203 1.02238 0.033 -0.080 0.007
C -0.41179 -3.56484 1.49538 -0.042 -0.076 -0.021
C -0.54702 -2.22521 1.24351 -0.099 0.064 -0.045
F 0.39937 -1.37981 1.74895 0.191 0.201 -0.005
H -3.43024 0.96591 3.83536 0.021 0.090 -0.044
H -2.87077 2.23617 2.75699 0.021 -0.001 0.015
H -2.17956 0.61937 2.64822 0.110 -0.066 0.000
H -5.02664 1.43997 1.98915 -0.055 0.002 -0.010
H -3.89765 -1.37679 2.21339 0.022 -0.043 -0.043
H -5.48471 -0.99346 1.52504 0.076 0.023 0.035
H -5.13597 -0.62619 3.22590 0.037 -0.007 -0.071
H -5.71992 1.91761 0.10095 0.077 -0.037 -0.022
H -5.64785 1.97955 -2.36050 0.063 -0.043 0.055
H -3.87181 0.75245 -3.55175 0.039 -0.008 0.080
H -1.08205 -1.04321 -1.85318 0.069 -0.005 0.064
H -1.89083 0.38482 -4.43447 0.084 -0.051 0.062
H -0.47682 -0.65464 -4.20782 -0.035 0.029 0.005
H -0.59776 0.87663 -3.34287 0.112 0.224 0.073
H -3.34565 -1.64304 -3.81479 0.077 -0.017 0.020
H -3.04461 -2.52282 -2.30706 0.063 0.049 -0.263
H -1.85867 -2.59179 -3.61636 -0.071 0.059 0.036
H -3.43719 -2.16359 -0.44084 -0.004 -0.063 0.167
H -3.23949 -4.58292 -0.03512 -0.001 0.027 -0.009
H -1.29981 -5.50682 1.20687 -0.008 0.095 -0.016
H 0.44162 -3.91309 2.06521 -0.020 0.060 -0.023
C 3.64339 0.67787 1.65699 0.250 -0.152 -0.093
Te 2.59610 0.77131 -0.21202 0.392 -0.270 -0.132
C 3.31799 -1.31697 -0.17516 -0.142 -0.017 -0.039
C 4.68316 -1.19548 0.43596 0.040 -0.019 0.038
C 5.76347 -2.00922 0.11469 -0.020 -0.006 -0.012
C 6.99357 -1.82406 0.73725 -0.015 0.037 0.012
C 7.15034 -0.81874 1.68231 -0.086 0.041 -0.008
C 6.07739 0.01011 1.99956 0.025 -0.045 -0.043
C 4.84771 -0.17401 1.38011 -0.050 -0.020 -0.011
H 2.96597 0.19668 2.35620 -0.151 0.006 0.095
H 3.87679 1.67434 2.00974 -0.001 0.148 -0.043
H 3.33975 -1.78533 -1.15874 -0.033 0.065 -0.004
H 2.64794 -1.88541 0.47325 -0.020 0.001 -0.014
H 5.64504 -2.79222 -0.62906 -0.005 0.057 0.052
H 7.83238 -2.45935 0.47611 -0.034 0.017 0.014
H 8.10968 -0.66906 2.16442 -0.037 -0.002 -0.025
H 6.19614 0.81122 2.72171 0.002 -0.048 -0.032
I -1.38250 5.50005 -3.30639 0.030 -0.047 0.069
C -1.24739 4.25965 -1.66697 0.016 0.071 -0.129
C -2.04635 4.27915 -0.54768 0.025 -0.025 0.077
N -1.60639 3.28628 0.23492 -0.229 0.036 0.000
N -0.57858 2.62480 -0.29912 -0.097 -0.046 -0.189
C -0.33668 3.21911 -1.45622 0.106 -0.095 -0.119
H -2.85821 4.92602 -0.25889 0.056 -0.060 0.005
H -1.90738 3.04854 1.16485 0.026 -0.040 0.194
H 0.50133 2.92168 -2.06400 -0.049 -0.081 -0.031



2.
6
Properties=species:S:1:pos:R:3:forces:R:3 method="wB97M-V/def2-TZVPD" largest_force_ha_per_bohr=0.003 gap_ev=12.72 relative_energy_ev=0.211 lumo_energy_ev=1.09
O 5.01973 -9.07445 -9.58047 -0.063 -0.004 -0.027
H 4.11623 -9.34267 -9.38219 0.093 0.016 0.014
H 5.51896 -9.24640 -8.77696 -0.030 -0.011 0.014
O -4.88895 9.15940 9.50004 -0.126 -0.052 -0.004
H -5.60312 8.79782 10.03508 0.068 0.024 0.040
H -5.22969 9.12181 8.60127 0.059 0.029 -0.036



3.
79
Properties=species:S:1:pos:R:3:forces:R:3 method="wB97M-V/def2-TZVPD" total_charge=-2 largest_force_ha_per_bohr=0.002 gap_ev=6.03 relative_energy_ev=0.272 lumo_energy_ev=3.62
K -0.89742 -0.91650 -0.13016 0.066 0.004 0.029
I -4.05035 -2.23997 6.91220 0.000 0.003 -0.009
C -3.79526 -1.68410 4.90607 -0.003 0.013 0.019
C -3.77968 -2.65455 3.91968 0.003 -0.016 -0.020
C -3.62765 -2.26285 2.60280 -0.012 -0.014 0.038
I -3.57730 -3.71388 1.09459 0.000 0.002 -0.024
C -3.48415 -0.90712 2.18268 -0.017 0.007 -0.014
O -3.36071 -0.55923 0.97080 0.047 0.032 0.019
C -3.48610 0.04943 3.25653 0.005 0.010 0.032
C -3.31966 1.50911 2.90137 0.004 -0.024 -0.025
N -2.03523 1.92877 2.35317 -0.049 0.031 -0.027
C -0.89852 1.52925 3.15464 0.024 -0.009 0.004
C 0.40670 2.11069 2.66974 0.002 0.001 0.008
C 1.54235 1.95786 3.46959 -0.010 -0.006 -0.005
C 2.75078 2.44649 3.02433 0.010 0.003 -0.003
C 2.80262 3.07953 1.78760 -0.004 0.001 -0.002
C 1.63008 3.17584 1.06491 0.004 0.006 -0.004
N 0.45158 2.71026 1.48465 -0.005 -0.004 -0.002
C -3.63922 -0.34180 4.56927 -0.003 -0.009 -0.001
H -3.87916 -3.70203 4.16973 -0.001 -0.001 -0.007
H -3.51236 2.10543 3.80204 0.001 -0.003 0.007
H -4.08071 1.77859 2.16337 0.005 0.005 -0.004
H -1.92931 1.58823 1.40345 0.019 -0.003 0.004
H -0.74871 0.43987 3.21261 -0.013 0.003 -0.001
H -1.06674 1.87318 4.18291 0.004 -0.010 0.002
H 1.47154 1.40049 4.39465 0.003 0.002 0.000
H 3.65000 2.30438 3.61078 -0.001 -0.003 0.001
H 3.73376 3.44809 1.37735 0.000 -0.003 -0.002
H 1.63035 3.64448 0.08393 0.000 0.002 0.000
H -3.63311 0.41422 5.34766 -0.001 0.001 -0.001
N -2.32061 1.38436 -0.97225 -0.033 -0.051 -0.049
C -2.06242 2.76480 -1.34968 0.018 -0.001 0.022
C -0.65282 2.89644 -1.91327 -0.003 -0.010 -0.014
C -0.43670 2.11039 -3.20093 -0.002 -0.014 0.016
C 0.99291 2.21037 -3.73564 0.009 0.009 -0.007
N 2.02407 1.58003 -2.91463 -0.007 0.003 -0.004
H -2.43826 0.77395 -1.77452 0.005 0.031 -0.023
H -3.13131 1.25275 -0.37781 0.007 0.007 0.004
H -2.13952 3.37651 -0.44754 0.006 -0.005 0.004
H -2.78724 3.15991 -2.08188 -0.002 0.011 0.000
H 0.02871 2.53855 -1.13812 -0.005 0.005 0.001
H -0.42815 3.95744 -2.08747 -0.003 0.002 -0.003
H -1.13247 2.47473 -3.96965 -0.001 0.002 0.000
H -0.65669 1.05100 -3.03804 -0.003 0.005 -0.008
H 1.26035 3.26565 -3.87737 -0.003 0.000 -0.003
H 1.03236 1.74612 -4.72581 0.001 -0.002 0.000
H 2.06756 2.02891 -2.00552 -0.001 -0.005 0.001
H 1.74481 0.61330 -2.73374 -0.003 0.003 0.008
C -3.11948 -3.24381 -3.34527 0.004 -0.005 0.005
C -1.89994 -2.36418 -3.08188 -0.010 0.005 -0.011
O -2.11452 -1.20709 -2.73623 0.001 -0.005 0.044
C -0.56707 -2.93910 -3.25563 -0.019 0.007 -0.009
C -0.44500 -4.23955 -3.78872 0.002 0.006 0.003
C 0.76458 -4.83745 -4.03592 0.004 -0.001 -0.002
C 1.93893 -4.11569 -3.73582 0.000 -0.003 -0.006
C 1.87828 -2.86020 -3.20865 -0.006 0.004 0.004
C 0.62925 -2.19418 -2.91960 0.023 -0.001 0.001
O 0.63555 -1.05007 -2.39029 -0.019 0.006 0.039
H -4.00173 -2.66464 -3.08460 0.000 0.001 0.000
H -3.09162 -4.14954 -2.73769 -0.002 -0.002 -0.004
H -3.17398 -3.54235 -4.39428 0.001 0.001 -0.002
H -1.34658 -4.79358 -4.01952 0.000 0.000 -0.002
H 0.81595 -5.83896 -4.44389 0.000 0.000 -0.001
H 2.90806 -4.57051 -3.91776 0.000 0.000 -0.001
H 2.77747 -2.30923 -2.95777 0.001 0.000 -0.001
O 2.22032 -1.21374 3.47733 -0.003 0.007 0.008
C 2.01957 -0.91007 2.28895 0.009 0.059 -0.028
O 0.92433 -0.85873 1.67346 -0.035 -0.088 0.011
C 3.25290 -0.49434 1.46914 0.007 -0.001 0.004
C 4.48811 -0.36359 2.09518 -0.002 0.001 0.001
C 5.59714 0.08424 1.39060 0.000 0.000 -0.001
C 5.48187 0.39909 0.04105 0.004 -0.002 -0.003
C 4.25707 0.25230 -0.59843 -0.003 -0.002 0.001
C 3.15055 -0.19273 0.11551 -0.011 -0.001 0.001
H 4.54218 -0.61130 3.14829 0.001 0.001 0.000
H 6.55348 0.19133 1.89244 0.000 -0.001 -0.001
H 6.34480 0.75443 -0.51198 0.000 -0.001 0.001
H 4.15333 0.49560 -1.64973 0.000 0.000 -0.002
H 2.19327 -0.30973 -0.37739 -0.002 0.001 -0.002



4.
71
Properties=species:S:1:pos:R:3:forces:R:3 method="wB97M-V/def2-TZVPD" largest_force_ha_per_bohr=0.014 gap_ev=8.50 relative_energy_ev=1.261 lumo_energy_ev=0.21
C 4.50292 0.07824 -3.44814 -0.029 -0.037 -0.023
C 3.15140 -0.52641 -3.22474 -0.046 0.084 0.121
C 2.35006 -0.08219 -2.19590 -0.098 -0.199 -0.151
C 1.08479 -0.63028 -1.95994 0.011 -0.330 -0.426
C 0.23111 -0.20197 -0.90088 -0.517 -0.215 0.027
C -0.97824 -0.76645 -0.68822 0.149 0.334 -0.013
C -1.90616 -0.37047 0.43502 -0.043 -0.320 0.024
N -1.25850 0.30790 1.53091 0.032 0.128 -0.096
C -1.64251 1.67516 1.80886 0.112 0.259 0.028
C -1.07096 2.68376 0.80759 -0.245 0.063 0.297
C -1.71817 4.05445 0.99862 0.112 -0.182 -0.126
N -3.15791 3.99601 0.80677 -0.019 0.160 0.000
C -3.54274 3.95745 -0.59340 -0.332 -0.081 0.003
C -5.05603 3.76509 -0.69084 0.280 -0.138 -0.235
O -5.74926 4.80145 -0.03800 -0.064 0.124 -0.087
C -5.36486 4.87029 1.31483 0.216 0.166 0.305
C -3.85844 5.08870 1.45885 -0.348 -0.071 -0.043
C -0.18247 -0.21316 2.20667 -0.361 -0.293 -0.108
O 0.47267 0.45382 2.98836 0.405 0.367 0.303
N 0.07953 -1.53039 1.97416 -0.107 -0.182 0.049
C 1.29210 -2.16548 2.43774 0.030 -0.158 -0.080
C 2.23524 -2.45589 1.26523 0.161 0.216 0.316
C 3.51544 -3.12086 1.76069 -0.136 -0.232 -0.227
C 3.19384 -4.40798 2.51384 0.184 0.187 0.209
C 2.25524 -4.11956 3.68152 -0.141 -0.245 -0.227
C 0.97194 -3.45955 3.18668 0.219 0.273 0.218
C -1.45656 -1.85009 -1.54372 0.161 -0.058 -0.167
O -2.51858 -2.43371 -1.39967 -0.248 -0.018 0.110
N -0.60044 -2.20917 -2.55956 -0.156 -0.275 -0.219
C 0.63163 -1.66200 -2.79968 0.486 0.481 0.213
C 1.43957 -2.10899 -3.84371 0.041 0.042 0.016
C 2.68579 -1.55713 -4.06534 -0.236 -0.010 0.152
C 3.53624 -2.05304 -5.19173 -0.024 0.001 0.018
H 4.56952 0.51525 -4.44375 0.100 0.062 -0.067
H 4.70067 0.85575 -2.71544 0.057 0.056 0.024
H 5.28113 -0.67964 -3.36667 0.136 0.003 -0.016
H 2.69646 0.70790 -1.54534 0.063 0.110 0.084
H 0.58508 0.58505 -0.25056 0.011 0.089 0.151
H -2.67355 0.29922 0.03463 -0.018 -0.099 0.089
H -2.43671 -1.27176 0.77491 0.009 0.145 -0.094
H -1.27486 1.91090 2.80909 -0.130 0.033 -0.078
H -2.73318 1.74789 1.80176 0.089 -0.039 0.036
H 0.00532 2.77713 0.95924 0.070 -0.057 -0.068
H -1.24145 2.32835 -0.21029 0.052 -0.026 -0.097
H -1.24855 4.78643 0.31841 -0.035 0.035 0.108
H -1.53286 4.38241 2.02416 0.022 0.064 -0.009
H -3.04367 3.12275 -1.08725 -0.003 0.007 -0.065
H -3.26214 4.89265 -1.11245 0.022 -0.065 0.012
H -5.38254 3.78508 -1.73208 0.045 -0.067 0.053
H -5.32424 2.79670 -0.24126 0.024 0.046 -0.070
H -5.91973 5.70320 1.74974 0.041 -0.072 0.041
H -5.64118 3.93691 1.82829 0.012 0.084 -0.001
H -3.59445 5.09808 2.51824 -0.005 0.047 -0.001
H -3.59135 6.06525 1.01615 0.002 -0.022 0.057
H -0.47122 -2.04869 1.31238 -0.031 0.061 0.000
H 1.76211 -1.44959 3.11990 -0.029 -0.124 -0.070
H 2.47052 -1.52409 0.74682 -0.063 0.026 -0.057
H 1.72942 -3.11508 0.55316 -0.062 -0.025 -0.089
H 4.17111 -3.33601 0.91394 0.071 0.062 0.033
H 4.04117 -2.43378 2.42691 0.091 0.052 0.015
H 4.11564 -4.86361 2.88111 -0.002 -0.083 -0.044
H 2.71820 -5.11764 1.83260 0.001 -0.082 -0.040
H 2.75227 -3.45294 4.38923 0.032 0.008 0.097
H 2.01558 -5.04714 4.20536 0.030 0.034 0.087
H 0.31231 -3.23758 4.02706 -0.085 0.007 -0.042
H 0.44491 -4.14117 2.51342 -0.085 -0.055 -0.041
H -0.92410 -2.95719 -3.16193 -0.040 0.115 0.173
H 1.07905 -2.90145 -4.48464 -0.021 -0.102 -0.095
H 4.48375 -2.43649 -4.81535 0.101 -0.037 -0.043
H 3.03287 -2.84681 -5.73696 0.010 -0.048 -0.059
H 3.76099 -1.24378 -5.88540 0.068 0.017 -0.091



5.
17
Properties=species:S:1:pos:R:3:forces:R:3 method="wB97M-V/def2-TZVPD" largest_force_ha_per_bohr=0.057 gap_ev=10.03 relative_energy_ev=3.423 lumo_energy_ev=1.10
C 1.64401 -0.35879 1.59665 1.318 -0.620 -1.264
C 1.42875 0.38947 0.11876 -1.300 0.134 2.401
O 0.47340 1.20601 0.78742 -1.144 2.425 -1.231
C -0.77463 0.71477 0.44067 -0.697 0.269 -0.262
C -0.53242 0.20623 -0.97273 -0.449 0.079 -0.006
C -1.54886 -0.77006 -1.50484 -0.019 -0.075 -0.050
O 0.74021 -0.43108 -0.81148 -0.079 0.065 0.592
H 0.83953 -0.22062 2.39344 0.616 0.344 -1.770
H 1.62599 -1.40519 1.35654 0.780 -0.748 0.246
H 2.54489 0.00741 2.07300 0.453 -0.421 -0.067
H 1.96063 1.14177 -0.55707 0.913 -1.316 1.692
H -1.14168 -0.10520 1.09205 0.238 0.174 -0.077
H -1.41139 1.58486 0.53509 -0.717 -0.131 -0.231
H -0.42918 1.07942 -1.63988 0.004 -0.195 0.033
H -1.28486 -1.09241 -2.51447 -0.049 0.002 0.098
H -2.53644 -0.29662 -1.53682 0.141 -0.084 -0.024
H -1.59794 -1.64996 -0.85633 -0.010 0.097 -0.082